1.
{"formula": "C52H65N13", "method": "ωB97M-V/def2-TZVPD", "symbols": ["N", "C", "C", "C", "C", "H", "H", "H", "H", "H", "N", "C", "C", "C", "C", "H", "H", "H", "H", "H", "N", "C", "C", "C", "C", "H", "H", "H", "H", "H", "N", "C", "C", "C", "C", "H", "H", "H", "H", "H", "N", "C", "C", "C", "C", "H", "H", "H", "H", "H", "N", "C", "C", "C", "C", "H", "H", "H", "H", "H", "N", "C", "C", "C", "C", "H", "H", "H", "H", "H", "N", "C", "C", "C", "C", "H", "H", "H", "H", "H", "N", "C", "C", "C", "C", "H", "H", "H", "H", "H", "N", "C", "C", "C", "C", "H", "H", "H", "H", "H", "N", "C", "C", "C", "C", "H", "H", "H", "H", "H", "N", "C", "C", "C", "C", "H", "H", "H", "H", "H", "N", "C", "C", "C", "C", "H", "H", "H", "H", "H"], "positions_angstrom": [[2.559, -3.606, -5.123], [3.027, -2.472, -5.710], [3.078, -1.494, -4.747], [2.362, -2.029, -3.562], [2.052, -3.363, -3.861], [2.314, -4.270, -5.629], [3.345, -2.463, -6.763], [3.344, -0.571, -4.835], [2.108, -1.425, -2.724], [1.442, -3.985, -3.457], [7.876, -0.564, 1.662], [6.661, -0.914, 2.219], [5.704, -0.709, 1.193], [6.469, -0.139, -0.027], [7.800, -0.170, 0.300], [8.522, -0.605, 2.208], [6.535, -1.143, 3.259], [4.628, -0.744, 1.326], [6.185, 0.130, -1.006], [8.665, -0.100, -0.440], [1.383, -2.530, 4.716], [1.832, -3.406, 3.769], [3.118, -3.004, 3.412], [3.409, -1.723, 4.217], [2.269, -1.422, 4.946], [0.282, -2.581, 4.987], [1.104, -4.260, 3.569], [3.669, -3.427, 2.631], [4.147, -1.137, 4.203], [2.115, -0.677, 5.497], [-1.387, -3.563, -3.725], [-2.602, -4.184, -3.669], [-3.016, -4.105, -2.406], [-1.769, -3.557, -1.615], [-0.916, -3.061, -2.599], [-0.721, -3.687, -4.660], [-2.946, -4.651, -4.518], [-3.934, -4.451, -2.044], [-1.702, -3.630, -0.479], [-0.037, -2.424, -2.467], [2.289, 2.932, 2.819], [3.176, 1.891, 2.856], [4.336, 2.496, 2.593], [4.165, 3.962, 2.402], [2.854, 4.133, 2.453], [1.362, 2.765, 3.103], [2.628, 0.820, 2.873], [5.437, 2.214, 2.594], [4.912, 4.527, 1.990], [2.039, 4.921, 2.391], [-1.209, -3.956, 5.643], [-1.478, -3.752, 4.304], [-1.939, -2.456, 4.232], [-1.889, -1.809, 5.621], [-1.305, -2.846, 6.383], [-0.989, -4.929, 5.905], [-1.426, -4.550, 3.629], [-2.146, -1.842, 3.304], [-2.083, -0.724, 5.893], [-0.953, -2.935, 7.405], [-2.637, 0.811, -5.704], [-1.534, 1.396, -6.203], [-0.475, 1.010, -5.420], [-0.890, 0.119, -4.339], [-2.218, 0.023, -4.583], [-3.655, 1.001, -5.808], [-1.698, 2.228, -6.923], [0.463, 1.477, -5.206], [-0.325, -0.336, -3.474], [-2.959, -0.526, -4.039], [2.583, 2.755, -0.266], [3.728, 2.022, -0.841], [3.424, 2.051, -2.183], [2.169, 2.782, -2.513], [1.811, 3.348, -1.304], [2.629, 2.914, 0.789], [4.498, 1.717, -0.111], [3.882, 1.573, -2.935], [1.886, 3.172, -3.551], [0.902, 3.741, -0.933], [0.782, 0.276, -0.592], [-0.542, -0.211, -0.398], [-0.440, -1.195, 0.551], [1.027, -1.395, 0.881], [1.755, -0.440, 0.172], [1.119, 0.978, -1.262], [-1.347, 0.247, -0.991], [-1.267, -1.738, 0.871], [1.477, -1.799, 1.777], [2.693, -0.275, 0.084], [-0.281, 1.359, 2.381], [-0.406, 0.810, 3.689], [-0.701, 1.806, 4.562], [-1.066, 2.986, 3.661], [-0.882, 2.648, 2.340], [-0.147, 0.672, 1.695], [-0.102, -0.207, 3.903], [-0.825, 1.661, 5.590], [-1.390, 3.862, 3.959], [-1.070, 3.424, 1.458], [-6.564, -1.403, 1.876], [-5.805, -2.253, 1.030], [-4.448, -1.965, 1.155], [-4.317, -0.620, 1.897], [-5.617, -0.403, 2.476], [-7.445, -1.459, 2.143], [-6.384, -2.830, 0.559], [-3.636, -2.258, 0.584], [-3.463, -0.141, 2.287], [-5.890, 0.462, 3.023], [-2.403, 4.169, -1.976], [-1.829, 5.377, -2.099], [-0.850, 5.255, -3.049], [-0.817, 3.851, -3.533], [-1.744, 3.149, -2.752], [-2.972, 3.978, -1.258], [-2.279, 6.122, -1.389], [-0.372, 6.136, -3.496], [-0.320, 3.488, -4.310], [-1.959, 2.183, -2.677], [-5.532, 0.583, -0.751], [-4.572, 0.944, -1.814], [-5.179, 2.098, -2.413], [-6.576, 2.176, -1.890], [-6.749, 1.219, -0.940], [-5.435, -0.112, -0.130], [-3.833, 0.371, -2.161], [-4.656, 2.525, -3.186], [-7.475, 2.854, -2.030], [-7.583, 1.014, -0.369]], "e_tot_ev": -74331.185, "homo_lumo_gap_ev": 8.56, "lumo_ev": 0.57}


2.
{"formula": "C20H45Cl12NO3", "method": "ωB97M-V/def2-TZVPD", "symbols": ["C", "C", "N", "O", "H", "H", "H", "H", "H", "C", "C", "C", "O", "H", "H", "H", "H", "H", "H", "H", "H", "C", "C", "C", "O", "H", "H", "H", "H", "H", "H", "H", "H", "Cl", "C", "C", "Cl", "H", "H", "H", "H", "Cl", "C", "C", "Cl", "H", "H", "H", "H", "Cl", "C", "C", "Cl", "H", "H", "H", "H", "Cl", "C", "C", "Cl", "H", "H", "H", "H", "Cl", "C", "C", "Cl", "H", "H", "H", "H", "Cl", "C", "C", "Cl", "H", "H", "H", "H"], "positions_angstrom": [[-2.242, 1.206, 0.916], [-0.886, 0.897, 0.338], [-0.460, -0.369, 0.348], [-0.081, 1.719, -0.037], [-2.581, 2.224, 0.726], [-2.502, 0.920, 1.935], [-2.866, 0.685, 0.191], [-0.932, -1.024, 0.956], [0.303, -0.660, -0.247], [1.313, 0.882, -5.534], [1.158, 1.724, -6.914], [-0.283, 2.026, -7.258], [1.750, 2.994, -6.621], [0.818, 1.420, -4.726], [2.360, 0.667, -5.319], [0.866, -0.092, -5.734], [1.608, 1.114, -7.697], [-0.693, 2.622, -6.442], [-1.007, 1.228, -7.420], [-0.239, 2.684, -8.126], [1.937, 3.499, -7.416], [5.033, 0.198, -0.438], [5.353, 1.676, -0.684], [4.793, 2.344, -1.974], [4.852, 2.368, 0.435], [5.600, -0.343, -1.195], [3.979, -0.064, -0.350], [5.429, -0.127, 0.524], [6.430, 1.815, -0.770], [3.705, 2.268, -1.966], [5.013, 1.749, -2.860], [5.043, 3.405, -2.001], [3.934, 2.605, 0.278], [-4.882, 0.167, -3.556], [-6.401, 0.173, -2.606], [-6.772, -1.347, -2.602], [-5.844, -2.121, -1.276], [-7.155, 0.688, -3.201], [-6.372, 0.645, -1.624], [-6.580, -1.882, -3.532], [-7.801, -1.433, -2.253], [3.031, 3.548, 6.861], [2.914, 2.910, 5.217], [1.862, 3.752, 4.524], [0.187, 3.680, 5.189], [2.679, 1.846, 5.240], [3.889, 3.087, 4.762], [1.776, 3.580, 3.451], [2.131, 4.808, 4.535], [1.867, -3.614, 4.046], [2.956, -4.993, 4.255], [2.997, -5.593, 5.668], [1.798, -6.881, 5.759], [3.958, -4.607, 4.071], [2.840, -5.860, 3.606], [2.687, -4.859, 6.411], [3.994, -5.993, 5.852], [1.197, 6.525, -0.879], [-0.410, 6.197, -1.575], [-0.225, 5.694, -3.031], [0.082, 7.124, -4.136], [-0.961, 7.136, -1.639], [-0.890, 5.556, -0.836], [-1.131, 5.276, -3.471], [0.537, 4.917, -3.082], [-1.029, -7.498, 1.425], [-0.584, -6.981, -0.110], [-0.871, -8.013, -1.247], [-2.653, -8.401, -1.374], [0.465, -6.686, -0.093], [-1.128, -6.066, -0.345], [-0.471, -9.008, -1.049], [-0.590, -7.775, -2.273], [-5.463, -2.172, 4.433], [-4.775, -2.258, 6.119], [-4.461, -0.887, 6.615], [-5.731, 0.247, 6.564], [-3.870, -2.844, 5.965], [-5.574, -2.810, 6.614], [-3.664, -0.391, 6.061], [-4.063, -0.846, 7.628]], "e_tot_ev": -179370.672, "homo_lumo_gap_ev": 9.76, "lumo_ev": 0.00}


3.
{"formula": "C4H6NO2", "method": "ωB97M-V/def2-TZVPD", "symbols": ["N", "C", "C", "C", "O", "C", "O", "H", "H", "H", "H", "H", "H"], "positions_angstrom": [[1.545, -0.701, -0.170], [0.368, -0.032, 0.482], [-0.276, 1.193, -0.193], [-1.718, 0.552, 0.044], [-2.865, 0.834, 0.057], [-1.049, -0.709, 0.317], [-1.105, -1.905, -0.253], [2.319, -0.175, -0.599], [0.890, -1.340, -0.844], [1.954, -1.250, 0.570], [0.550, 0.081, 1.521], [-0.303, 1.352, -1.219], [-0.309, 2.099, 0.287]], "e_tot_ev": -9819.807, "homo_lumo_gap_ev": 8.91, "lumo_ev": -5.89, "charge": 1}


4.
{"formula": "C22H21ClFN3OS", "method": "ωB97M-V/def2-TZVPD", "symbols": ["C", "N", "C", "N", "C", "C", "C", "C", "C", "C", "C", "C", "C", "O", "N", "C", "C", "F", "C", "C", "C", "S", "C", "C", "C", "C", "Cl", "C", "C", "H", "H", "H", "H", "H", "H", "H", "H", "H", "H", "H", "H", "H", "H", "H", "H", "H", "H", "H", "H", "H"], "positions_angstrom": [[0.089, -5.259, -2.889], [-0.598, -4.155, -2.222], [-1.954, -3.828, -2.330], [-2.224, -2.789, -1.618], [-1.052, -2.400, -0.969], [-1.095, -1.305, 0.039], [-2.097, -0.278, -0.069], [-2.298, 0.598, 1.002], [-1.449, 0.623, 2.114], [-1.736, 1.602, 3.188], [-1.102, 1.669, 4.589], [-0.757, 2.706, 3.509], [-1.389, 4.073, 3.394], [-2.337, 4.431, 4.062], [-0.879, 4.947, 2.450], [-1.516, 6.183, 2.013], [-0.524, 7.347, 2.231], [0.707, 7.121, 1.656], [-0.456, -0.361, 2.214], [-0.270, -1.319, 1.203], [-0.006, -3.242, -1.367], [1.685, -3.340, -0.826], [2.591, -3.164, -2.335], [3.402, -4.128, -2.901], [4.200, -3.872, -4.014], [4.133, -2.585, -4.602], [5.218, -2.128, -5.892], [3.252, -1.638, -4.086], [2.481, -1.935, -2.979], [-0.628, -5.903, -3.422], [0.747, -4.853, -3.643], [0.574, -5.889, -2.139], [-2.653, -4.367, -2.952], [-2.829, -0.266, -0.879], [-3.067, 1.317, 0.963], [-2.794, 1.899, 3.157], [-1.773, 1.907, 5.408], [-0.356, 0.919, 4.840], [0.230, 2.619, 3.009], [-0.045, 4.646, 1.933], [-1.819, 6.149, 0.925], [-2.421, 6.368, 2.587], [-0.922, 8.241, 1.833], [-0.400, 7.497, 3.315], [0.176, -0.316, 3.093], [0.512, -2.056, 1.334], [3.446, -5.095, -2.417], [4.990, -4.532, -4.392], [3.210, -0.657, -4.554], [1.802, -1.203, -2.564]], "e_tot_ev": -55747.429, "homo_lumo_gap_ev": 8.35, "lumo_ev": 0.44}